Record 1
C33H57CdN3O4Si | ωB97M-V/def2-TZVPD

Results
Energy relative to the best compared isomer or geometry (same formula, charge and spin): 33.7 kJ/mol
Charge: 0
Gap between HOMO and LUMO: 6.5 eV
Highest occupied orbital energy: -6.6 eV
F_max: 0.028 Eh/bohr
Multiplicity: 1

Positions of all 99 atoms, in Å:
1 O 0.41414 -2.66867 -1.69604
2 O -1.07192 -1.90707 -3.45080
3 C 1.78450 -2.68254 -2.33049
4 C 2.76172 -3.33089 -1.38769
5 H 2.00086 -1.62584 -2.52707
6 H 1.68557 -3.21804 -3.28547
7 H 2.86282 -2.77858 -0.44338
8 H 3.73591 -3.30989 -1.88224
9 H 2.52573 -4.38297 -1.18234
10 C -0.23613 -4.04130 -1.48370
11 C -0.18219 -4.86859 -2.73429
12 H -1.25335 -3.79135 -1.15906
13 H 0.33101 -4.46183 -0.64991
14 H -0.57252 -4.32098 -3.60225
15 H -0.80097 -5.75669 -2.58111
16 H 0.83450 -5.21465 -2.95419
17 C -2.48623 -1.78230 -3.11230
18 C -0.50517 -1.29058 -4.63469
19 C -3.22126 -3.01018 -3.57773
20 H -2.85915 -0.85045 -3.56125
21 H -2.52452 -1.68085 -2.01496
22 H -3.12753 -3.13614 -4.66296
23 H -4.27791 -2.89465 -3.33071
24 H -2.85152 -3.91626 -3.07864
25 C -0.90957 -2.06780 -5.85960
26 H 0.58666 -1.31515 -4.48814
27 H -0.82418 -0.23778 -4.66097
28 H -0.71245 -3.14257 -5.73838
29 H -0.32621 -1.70498 -6.70747
30 H -1.97033 -1.91514 -6.08492
31 H -0.22519 -2.19626 -2.40322
32 N 1.59905 1.14226 2.21118
33 C 1.47345 2.43363 2.51337
34 C 0.31432 3.20975 2.26764
35 C -0.99902 2.85331 1.90243
36 C 2.67423 3.16183 3.10702
37 H 3.46498 3.28391 2.34278
38 H 3.08452 2.60000 3.96341
39 H 2.38004 4.16032 3.46196
40 C -2.01593 3.97176 1.69236
41 H -2.83597 3.91367 2.43035
42 H -2.45079 3.90273 0.67783
43 H -1.53825 4.95602 1.79293
44 N -1.42799 1.59689 1.75782
45 C 2.80766 0.41900 2.46934
46 C 3.83580 0.32911 1.49385
47 C 3.74806 1.01660 0.16888
48 C 4.99204 -0.39997 1.77558
49 H 5.77046 -0.48238 1.01407
50 C 5.15374 -1.03869 3.00040
51 H 6.06375 -1.60788 3.20489
52 C 4.14991 -0.95584 3.96186
53 H 4.26564 -1.46534 4.91964
54 C 2.98567 -0.22717 3.71660
55 C 1.93054 -0.14230 4.77432
56 C -2.71470 1.17380 2.17462
57 C -3.76715 0.96258 1.25143
58 C -3.60542 1.26979 -0.20418
59 C -4.98709 0.47792 1.71899
60 H -5.79424 0.30433 1.01146
61 C -5.17495 0.18160 3.06922
62 H -6.13037 -0.20862 3.41304
63 C -4.13151 0.37208 3.97458
64 H -4.25770 0.12225 5.02583
65 C -2.90574 0.86774 3.54344
66 C -1.77164 1.06846 4.49689
67 Cd 0.00451 -0.08422 1.10815
68 H 3.71138 0.27018 -0.63831
69 H 4.64107 1.63531 -0.01376
70 H 2.86235 1.65060 0.09357
71 H 1.42057 0.82643 4.75000
72 H 2.37604 -0.26385 5.77048
73 H 1.18243 -0.93560 4.63858
74 H -4.21375 0.57685 -0.80106
75 H -2.56584 1.15985 -0.52643
76 H -3.94277 2.28951 -0.45205
77 H -0.85247 0.62565 4.09204
78 H -1.98293 0.58531 5.45751
79 H -1.57345 2.13552 4.67770
80 H 0.47148 4.28193 2.39921
81 C 0.32498 0.59062 -0.98000
82 Si 0.43685 2.29382 -1.75657
83 H 1.28539 0.05433 -1.16322
84 H -0.52196 0.03863 -1.45766
85 C 1.70355 2.09820 -3.14355
86 C 1.03953 3.78913 -0.80513
87 C -1.23277 2.77453 -2.46909
88 H -1.75283 1.92005 -2.91891
89 H -1.10209 3.52874 -3.25668
90 H -1.88997 3.21443 -1.70788
91 H 2.62575 1.62066 -2.78581
92 H 1.98107 3.07981 -3.54510
93 H 1.31404 1.50571 -3.98008
94 H 1.88184 3.56810 -0.13991
95 H 0.23597 4.25005 -0.21908
96 H 1.38659 4.54935 -1.52056
97 O -0.93994 -3.10587 3.64209
98 N -0.60350 -2.08817 3.06767
99 O -0.48168 -2.15780 1.75394



Record 2
C33H57ClCrN2O2Si | ωB97M-V/def2-TZVPD

Results
Energy relative to the best compared isomer or geometry (same formula, charge and spin): 134.7 kJ/mol
Charge: +1
Gap between HOMO and LUMO (alpha / beta): 5.4 / 7.5 eV
Highest occupied orbital energy (alpha / beta): -11.0 / -11.0 eV
F_max: 0.052 Eh/bohr
Multiplicity: 4

Positions of all 97 atoms, in Å:
1 O 0.96686 -2.29177 -0.06291
2 O -2.03109 -2.28586 -4.82158
3 C 2.15158 -2.44298 -0.89593
4 C 3.05680 -3.51562 -0.34364
5 H 2.64367 -1.46811 -0.93745
6 H 1.84170 -2.72678 -1.91182
7 H 3.43929 -3.21800 0.62631
8 H 3.91999 -3.71740 -0.97677
9 H 2.52729 -4.46022 -0.21970
10 C 0.01437 -3.36998 -0.26957
11 C -0.03125 -4.00434 -1.62743
12 H -0.90144 -2.85621 -0.01294
13 H 0.18234 -4.15467 0.49154
14 H -0.27564 -3.30287 -2.41948
15 H -0.82784 -4.75038 -1.63647
16 H 0.86860 -4.54180 -1.92025
17 C -2.97306 -1.79715 -3.85236
18 C -1.26670 -1.23825 -5.42501
19 C -3.77860 -2.96266 -3.33469
20 H -3.62394 -1.08354 -4.37808
21 H -2.50525 -1.25049 -3.01281
22 H -4.15748 -3.55699 -4.17110
23 H -4.62378 -2.59801 -2.76042
24 H -3.17588 -3.60745 -2.69818
25 C -0.75568 -1.76635 -6.74657
26 H -0.41616 -0.90305 -4.80266
27 H -1.91338 -0.36516 -5.59278
28 H -0.16530 -2.67560 -6.60469
29 H -0.14484 -1.00823 -7.23865
30 H -1.60897 -2.00341 -7.39318
31 H 0.10589 0.86638 -1.19729
32 N 1.60344 1.02296 2.09573
33 C 1.54654 2.28638 2.53002
34 C 0.38378 3.05104 2.42412
35 C -0.89000 2.54369 2.17315
36 C 2.76180 2.89956 3.16764
37 H 3.64762 2.82805 2.52172
38 H 2.98857 2.41693 4.13445
39 H 2.54426 3.95871 3.36111
40 C -2.03354 3.52147 2.29701
41 H -2.56226 3.38622 3.25697
42 H -2.76066 3.43680 1.47680
43 H -1.61230 4.53823 2.29097
44 N -1.14151 1.23657 1.96319
45 C 2.75962 0.20047 2.30932
46 C 3.79575 0.18296 1.35939
47 C 3.74745 1.02403 0.11795
48 C 4.88108 -0.65384 1.61297
49 H 5.66749 -0.69873 0.86086
50 C 4.95850 -1.38997 2.78790
51 H 5.82629 -2.03163 2.95993
52 C 3.95637 -1.30362 3.74609
53 H 4.01757 -1.86113 4.67720
54 C 2.84124 -0.50053 3.52406
55 C 1.76004 -0.38192 4.56115
56 C -2.46100 0.75649 2.26056
57 C -3.39234 0.49803 1.23910
58 C -3.04834 0.73120 -0.20087
59 C -4.67275 0.10047 1.60627
60 H -5.39831 -0.07943 0.81909
61 C -5.02241 -0.04303 2.95219
62 H -6.01976 -0.36141 3.22223
63 C -4.08533 0.23307 3.94973
64 H -4.34171 0.15291 5.00082
65 C -2.80062 0.63811 3.62086
66 C -1.83205 0.99641 4.71024
67 Cr 0.14602 -0.29554 1.95734
68 H 3.28068 0.48561 -0.72362
69 H 4.77325 1.27075 -0.19180
70 H 3.19996 1.96349 0.25885
71 H 1.52238 0.66489 4.81127
72 H 2.09066 -0.87432 5.48522
73 H 0.82907 -0.88449 4.24409
74 H -3.83119 0.30568 -0.84277
75 H -2.09247 0.26444 -0.47930
76 H -2.98651 1.80538 -0.43722
77 H -0.82644 0.57780 4.54706
78 H -2.21253 0.59496 5.65798
79 H -1.72702 2.08551 4.83217
80 H 0.47188 4.12275 2.63616
81 C 0.33011 0.44361 -2.19998
82 Si 0.37756 2.27526 -2.39386
83 H 1.23419 -0.19920 -2.04982
84 H -0.34514 -0.27745 -2.71055
85 C 1.70666 2.14064 -3.63566
86 C 0.81558 3.46170 -1.01857
87 C -1.41501 2.49673 -2.86551
88 H -1.88797 1.55302 -3.19638
89 H -1.26027 3.16660 -3.72546
90 H -2.03750 2.96408 -2.08313
91 H 2.60591 1.71896 -3.17717
92 H 1.82255 3.16864 -3.96926
93 H 1.30997 1.46322 -4.39482
94 H 1.64654 3.23180 -0.34231
95 H 0.00232 3.79073 -0.35797
96 H 1.13362 4.34619 -1.58950
97 Cl -0.83144 -2.10994 2.71118



Record 3
C33H57ClN2NbO13 | ωB97M-V/def2-TZVPD

Results
Energy relative to the best compared isomer or geometry (same formula, charge and spin): 0.0 kJ/mol
Charge: -1
Gap between HOMO and LUMO: 6.8 eV
Highest occupied orbital energy: -5.0 eV
F_max: 0.083 Eh/bohr
Multiplicity: 1

Positions of all 107 atoms, in Å:
1 C -2.29421 3.62510 3.53526
2 C -2.63818 3.92434 2.00902
3 O -2.92733 2.71502 1.32122
4 C -1.69934 2.00912 0.94532
5 Nb -2.30286 0.49809 -0.66860
6 Cl -1.73625 2.09141 -2.53206
7 C -4.44999 1.28125 -0.80490
8 C -4.75372 2.63419 -1.29604
9 C -6.16356 3.02494 -1.38450
10 C -7.14495 2.05752 -0.94806
11 N -6.91908 0.81119 -0.47406
12 C -5.60562 0.46480 -0.43750
13 C -0.13851 -0.29243 -0.90082
14 C 0.90966 0.67733 -0.70336
15 C 2.30187 0.27368 -0.81886
16 C 2.44252 -1.13125 -1.18497
17 C 1.27317 -1.93243 -1.37571
18 N -0.04945 -1.62424 -1.23903
19 C -2.79133 -0.94818 0.98031
20 C -1.56637 -1.72773 1.59302
21 C -3.55685 -0.27802 2.22386
22 C -4.31067 -1.32738 3.11066
23 H -3.06785 4.06361 4.22292
24 H -2.29245 2.51710 3.68539
25 H -1.30686 4.10732 3.73684
26 H -3.59037 4.52863 2.02210
27 H -1.87634 4.56545 1.49837
28 H -1.00454 2.82546 0.57740
29 H -1.22922 1.54477 1.86733
30 H -2.75807 -0.69524 -1.97563
31 H -3.98307 3.36455 -1.60749
32 H -6.42177 4.03198 -1.78573
33 H -8.21597 2.37910 -1.00184
34 H -5.38071 -0.56429 -0.06206
35 H 0.66244 1.73053 -0.46360
36 H 3.18040 0.93001 -0.66363
37 H 3.45360 -1.57310 -1.31434
38 H 1.46454 -2.99465 -1.69040
39 H -3.53833 -1.68469 0.55471
40 H -0.62962 -1.12840 1.68121
41 H -1.33937 -2.57726 0.88876
42 H -1.78171 -2.21539 2.58059
43 H -2.74045 0.19332 2.84283
44 H -4.23724 0.55035 1.92112
45 H -3.67378 -2.16002 3.49118
46 H -5.20816 -1.77792 2.61004
47 H -4.69494 -0.78595 4.02289
48 C 6.15309 0.81919 -5.34007
49 C 5.74249 0.68813 -3.88685
50 O 6.36183 -0.44801 -3.26601
51 C 7.65152 -0.30744 -2.95145
52 O 8.33108 0.66964 -3.13684
53 O 8.07337 -1.46478 -2.41992
54 C 9.47031 -1.49475 -2.13023
55 H 5.95175 -0.10865 -5.87923
56 H 5.61220 1.63551 -5.82015
57 H 7.22228 1.01627 -5.43288
58 H 4.66590 0.52290 -3.82906
59 H 5.95919 1.59695 -3.32175
60 H 9.76136 -0.65407 -1.50080
61 H 10.04258 -1.49467 -3.05877
62 H 9.67553 -2.41961 -1.59355
63 C -0.58371 10.79635 2.85320
64 C -1.27734 9.73840 2.01732
65 O -1.42408 8.51110 2.74034
66 C -2.38673 8.49893 3.66761
67 O -3.12566 9.41225 3.93931
68 O -2.36653 7.30468 4.26960
69 C -3.28072 7.19344 5.35950
70 H 0.36978 10.42100 3.23034
71 H -0.40489 11.69675 2.26360
72 H -1.18441 11.07024 3.72164
73 H -0.66592 9.51076 1.14320
74 H -2.24635 10.08389 1.65107
75 H -4.29376 7.45494 5.05449
76 H -2.95266 7.82788 6.18420
77 H -3.27675 6.15738 5.69304
78 C 5.86713 -3.99255 -1.90200
79 C 5.78106 -3.78165 -0.40471
80 O 4.82711 -4.66930 0.19445
81 C 5.22437 -5.93487 0.33382
82 O 6.29463 -6.38776 0.01006
83 O 4.21252 -6.63082 0.86956
84 C 4.46660 -8.02964 0.97841
85 H 4.87819 -3.90899 -2.35807
86 H 6.53192 -3.25763 -2.35570
87 H 6.24352 -4.98852 -2.14200
88 H 5.43211 -2.76710 -0.20706
89 H 6.75594 -3.88620 0.07696
90 H 5.39401 -8.22207 1.51791
91 H 4.50105 -8.47967 -0.01468
92 H 3.64166 -8.47198 1.53412
93 C -2.77951 -3.54629 -2.22053
94 C -1.79405 -4.54624 -1.65435
95 O -2.45012 -5.53109 -0.83225
96 C -3.12133 -6.47620 -1.48494
97 O -3.22620 -6.58596 -2.68121
98 O -3.69762 -7.28192 -0.57516
99 C -4.53713 -8.28277 -1.14313
100 H -3.36505 -3.09090 -1.42065
101 H -2.26020 -2.76275 -2.76946
102 H -3.48753 -4.02824 -2.89857
103 H -1.08677 -4.02520 -1.00905
104 H -1.21367 -5.03353 -2.44170
105 H -4.00397 -8.86705 -1.89342
106 H -5.42486 -7.82106 -1.57790
107 H -4.84761 -8.94823 -0.33886



Record 4
C33H57F3O27 | ωB97M-V/def2-TZVPD

Results
Charge: 0
Gap between HOMO and LUMO: 11.0 eV
Highest occupied orbital energy: -10.6 eV
F_max: 0.085 Eh/bohr
Multiplicity: 1

Positions of all 120 atoms, in Å:
1 O -2.09065 5.77350 -1.02767
2 C -1.73642 5.16759 -1.96609
3 O -2.20996 5.34095 -3.16526
4 C -1.57462 4.46533 -4.14413
5 C -0.46080 3.80998 -3.27786
6 F 0.80870 4.26117 -3.59391
7 O -0.80655 4.16198 -1.91534
8 H -2.31851 3.78091 -4.51926
9 H -1.09035 5.07850 -4.92633
10 H -0.37779 2.71340 -3.39117
11 O 0.26123 -1.06740 -1.50817
12 C 0.79997 -0.39171 -0.72545
13 O 1.16157 -0.82141 0.45188
14 C 1.17202 0.37925 1.25748
15 C 1.50863 1.48514 0.30992
16 F 2.82785 1.61943 0.16345
17 O 0.92013 1.00780 -0.84709
18 H 0.14496 0.45446 1.63857
19 H 1.91321 0.22538 2.06792
20 H 1.12959 2.48379 0.59617
21 O -2.23842 1.35999 1.13566
22 C -2.97012 0.77054 1.82733
23 O -2.50177 -0.06352 2.79354
24 C -3.66846 -0.59421 3.47741
25 C -4.81919 0.36917 2.93740
26 F -4.97084 1.36258 3.88975
27 O -4.32000 0.88750 1.78389
28 H -3.80970 -1.64134 3.18943
29 H -3.67729 -0.43381 4.54914
30 H -5.72908 -0.16011 2.74639
31 C 0.68163 -4.03826 -0.03035
32 C -0.49105 -4.15814 0.79667
33 O -1.34172 -3.08628 0.64029
34 C -2.51900 -3.06017 1.30621
35 O -2.83166 -3.85225 2.20064
36 O -3.42298 -2.18728 0.79655
37 C -3.29802 -1.50273 -0.49366
38 H 1.48352 -3.32765 0.12945
39 H 0.48942 -3.83747 -1.09853
40 H 1.05945 -5.05673 -0.02209
41 H -0.24880 -4.11074 1.83081
42 H -1.09146 -5.05863 0.73144
43 H -4.06052 -1.90353 -1.15541
44 H -2.30976 -1.47306 -0.90542
45 H -3.34748 -0.39623 -0.48565
46 C 3.55739 -6.69817 0.70605
47 C 3.92876 -5.79700 1.88743
48 O 3.13430 -4.58517 1.87684
49 C 2.90078 -4.10819 3.11188
50 O 3.39128 -4.56542 4.08529
51 O 2.12682 -3.04024 2.93578
52 C 1.74909 -2.44614 4.19102
53 H 2.47587 -6.82350 0.62426
54 H 4.09479 -7.65969 0.93254
55 H 3.81888 -6.25159 -0.24958
56 H 4.99806 -5.53343 1.91936
57 H 3.73947 -6.41261 2.71800
58 H 1.57158 -3.15685 4.97582
59 H 0.83078 -1.89467 3.96513
60 H 2.43889 -1.67546 4.50365
61 C 3.34165 1.67434 -4.43501
62 C 1.86256 1.40969 -4.47866
63 O 1.45518 0.15086 -4.94477
64 C 0.23531 -0.39289 -4.90995
65 O -0.01623 -1.47691 -5.36164
66 O -0.65672 0.44383 -4.32293
67 C -1.85596 -0.24086 -4.02513
68 H 3.81080 1.31346 -5.41011
69 H 3.72513 1.11956 -3.54393
70 H 3.57681 2.74041 -4.16552
71 H 1.31886 2.12398 -5.07662
72 H 1.46047 1.58197 -3.45749
73 H -2.67783 -0.12382 -4.80079
74 H -2.22590 0.21867 -3.04826
75 H -1.72231 -1.30551 -3.95737
76 C 4.18843 5.01740 5.41352
77 C 2.72460 4.59941 5.49142
78 O 2.59095 3.52083 4.51964
79 C 1.71324 2.57940 4.57698
80 O 1.76026 1.49795 4.04165
81 O 0.60819 3.10783 5.22833
82 C -0.51118 2.21253 5.29150
83 H 4.89339 4.13684 5.67357
84 H 4.38029 5.89940 6.05806
85 H 4.41051 5.24678 4.40588
86 H 2.03488 5.38406 5.18056
87 H 2.46845 4.27447 6.50273
88 H -0.32836 1.43670 6.08351
89 H -0.80783 1.75302 4.35506
90 H -1.29431 2.90242 5.59859
91 C -1.00631 -5.39232 -4.28063
92 C -1.01017 -5.26192 -5.82865
93 O -2.04513 -4.43489 -6.34252
94 C -3.22681 -4.92343 -6.38198
95 O -3.53985 -6.05449 -6.10584
96 O -4.13488 -3.95834 -6.65032
97 C -5.50002 -4.29982 -6.48674
98 H -0.03572 -5.74854 -3.94788
99 H -1.71579 -6.18531 -4.13283
100 H -1.27164 -4.39768 -3.81447
101 H -1.16282 -6.17525 -6.32633
102 H -0.13360 -4.79997 -6.22086
103 H -5.63177 -5.32080 -6.77634
104 H -6.01538 -3.57947 -7.14029
105 H -5.76609 -4.16581 -5.41790
106 C -1.39700 4.35026 2.42383
107 C -0.38871 5.41553 2.83194
108 O 0.57032 5.53081 1.67996
109 C 1.87746 5.66551 1.97793
110 O 2.35255 6.11879 3.00958
111 O 2.59276 5.35846 0.92169
112 C 3.99941 5.35703 1.17577
113 H -1.77032 4.69973 1.47007
114 H -2.22115 4.41574 3.10136
115 H -0.97903 3.31090 2.36533
116 H 0.18738 5.19803 3.70623
117 H -0.91581 6.37513 2.73426
118 H 4.27914 4.41872 1.72901
119 H 4.22610 6.22443 1.78413
120 H 4.53396 5.36563 0.22760